1.
Here is C4H6N2 as an isolated structure in a non-equilibrium geometry from the Open Molecules 2025 dataset. Energies are from ωB97M-V/def2-TZVPD.

Output
Relative energy (zero: lowest compared OMol25 entry of this formula, charge and spin): 142.5 kcal/mol
Spin multiplicity: 1
Highest occupied orbital energy: -8.5 eV

The geometry in XYZ format:
```
12
Properties=species:S:1:pos:R:3:nbo_charge:R:1
N -2.60 -0.80 -1.27 -0.338
C -1.99 0.05 -0.72 0.269
C -1.02 1.00 0.09 -0.538
C -0.24 -0.21 0.55 -0.149
C 1.40 -0.74 -0.38 -0.083
N 1.57 0.32 0.49 -0.661
H -0.30 1.54 -0.52 0.267
H -1.35 1.67 0.96 0.257
H -0.94 -0.69 1.32 0.235
H 1.22 -0.55 -1.43 0.182
H 2.02 -1.68 -0.31 0.197
H 2.23 0.09 1.24 0.363
```

***

2.
Here is a 2-piece molecular cluster, C31H61N4O3P2 overall in a non-equilibrium geometry from the Open Molecules 2025 dataset. Energies are from ωB97M-V/def2-TZVPD.

Output
Spin multiplicity: 1
Highest occupied orbital energy: -10.2 eV
Charge: +1

The geometry in XYZ format:
```
101
Properties=species:S:1:pos:R:3:mulliken_charge:R:1
C 3.12 -5.88 0.04 -0.691
C 2.43 -6.18 1.50 -0.544
C 2.38 -4.87 2.50 -0.176
C 0.83 -4.59 3.01 -0.832
C 0.26 -3.11 2.55 -0.355
C -0.45 -3.10 1.07 -0.312
C 0.58 -2.97 -0.20 -0.366
C 1.64 -1.70 0.03 0.825
C 2.27 -1.12 -1.36 -0.600
C 1.72 0.30 -1.89 -0.765
C 2.03 1.63 -0.96 0.343
P 3.82 1.49 -0.31 -0.303
N 4.77 1.00 -1.78 -0.572
O 4.05 0.25 0.87 -0.401
O 2.00 2.74 -1.97 -0.362
C 2.30 4.04 -1.42 -0.798
N 3.74 4.52 -1.72 -0.507
C 2.00 4.31 0.16 -0.355
C 1.63 5.90 0.34 -0.630
C 2.36 6.60 1.65 -0.273
C 3.57 7.61 1.21 -1.028
N 0.99 3.36 0.80 0.782
P 1.27 3.25 2.60 0.008
C 2.86 2.31 3.02 -0.615
C -0.25 2.52 3.49 -0.753
C 0.87 2.01 0.13 0.777
C -0.65 1.89 -0.46 -1.372
C -1.38 0.43 -0.26 1.432
C -2.71 0.47 -1.28 -0.637
C -4.13 0.69 -0.49 0.227
C -4.54 2.10 0.26 -0.255
C -5.98 2.13 1.06 -0.374
C -7.00 0.83 1.09 -0.351
C -6.62 -0.56 0.30 -0.341
C -5.17 -0.62 -0.47 -0.270
H 3.86 -6.73 -0.32 0.291
H 2.24 -5.86 -0.75 0.148
H 3.62 -4.80 -0.02 0.118
H 3.04 -7.05 2.01 0.355
H 1.34 -6.62 1.33 0.257
H 2.86 -3.90 2.04 0.018
H 3.03 -5.11 3.48 0.384
H 0.86 -4.56 4.21 0.287
H 0.10 -5.46 2.72 0.326
H 1.09 -2.29 2.70 0.031
H -0.60 -2.84 3.33 0.359
H -1.24 -2.22 1.03 -0.027
H -1.08 -4.10 0.99 0.434
H 1.12 -3.99 -0.42 -0.095
H -0.03 -2.67 -1.18 0.330
H 2.52 -2.17 0.69 0.128
H 1.07 -0.93 0.70 -0.568
H 1.99 -1.93 -2.20 0.464
H 3.45 -1.21 -1.26 -0.016
H 0.60 0.17 -2.21 0.360
H 2.30 0.52 -2.91 0.368
H 5.40 1.83 -2.01 0.307
H 5.38 0.19 -1.49 0.282
H 5.05 0.19 1.05 0.328
H 1.63 4.82 -2.02 0.419
H 4.38 4.29 -0.93 0.339
H 4.02 4.01 -2.61 0.380
H 3.02 4.14 0.76 0.281
H 2.06 6.49 -0.61 0.407
H 0.47 6.07 0.38 0.237
H 1.59 7.25 2.29 0.314
H 2.80 5.77 2.37 0.136
H 3.16 8.45 0.46 0.282
H 4.02 8.16 2.15 0.343
H 4.41 7.02 0.64 0.243
H 0.09 3.94 0.77 0.705
H 3.81 2.59 2.39 0.181
H 3.09 2.40 4.18 0.443
H 2.62 1.15 2.86 0.091
H -0.14 2.72 4.66 0.376
H -1.21 3.11 3.15 0.300
H -0.39 1.37 3.34 0.208
H 0.95 1.21 1.01 -0.352
H -0.55 2.03 -1.65 0.405
H -1.42 2.69 -0.10 -0.115
H -0.75 -0.48 -0.63 -1.195
H -1.70 0.34 0.88 0.329
H -2.57 1.28 -2.10 0.342
H -2.76 -0.59 -1.82 0.287
H -3.78 3.00 0.19 0.220
H -6.26 3.14 1.64 0.262
H -8.05 0.86 1.65 0.270
H -7.30 -1.52 0.25 0.327
H -4.84 -1.61 -1.06 0.086
C -6.64 -4.18 -3.28 -1.336
C -5.21 -4.29 -2.84 0.833
O -4.90 -4.42 -1.66 -0.655
N -4.24 -4.25 -3.79 -0.140
C -4.40 -4.11 -5.22 -0.826
H -7.30 -4.23 -2.41 0.282
H -6.81 -3.23 -3.78 0.362
H -6.89 -5.01 -3.95 0.424
H -3.30 -4.33 -3.42 0.205
H -3.95 -4.98 -5.70 0.290
H -3.86 -3.21 -5.53 0.266
H -5.44 -4.03 -5.52 0.316
```

***

3.
Here is a 2-piece molecular cluster, C4H10OS2 overall in a non-equilibrium geometry from the Open Molecules 2025 dataset. Energies are from ωB97M-V/def2-TZVPD.

Output
Relative energy (zero: lowest compared OMol25 entry of this formula, charge and spin): 21.4 kcal/mol
Spin multiplicity: 1
Highest occupied orbital energy: -8.4 eV

The geometry in XYZ format:
```
17
Properties=species:S:1:pos:R:3:nbo_charge:R:1
C 2.30 0.00 -0.85 -0.548
C 2.11 0.06 0.65 -0.581
S 0.60 -0.79 0.92 0.209
C -0.59 0.48 0.28 -0.531
C -0.42 0.55 -1.25 -0.545
S 1.22 1.19 -1.70 0.176
H 1.96 -0.93 -1.35 0.228
H 3.36 0.16 -1.13 0.232
H 2.10 1.12 0.98 0.230
H 2.88 -0.47 1.24 0.237
H -1.66 0.19 0.37 0.225
H -0.46 1.45 0.79 0.221
H -0.55 -0.46 -1.66 0.216
H -1.22 1.19 -1.68 0.228
O -3.57 -1.50 1.51 -0.937
H -4.29 -1.30 2.15 0.473
H -3.77 -0.94 0.73 0.466
```

***

4.
Here is CH2N4O2 in the gas phase in a non-equilibrium geometry from the Open Molecules 2025 dataset. Energies are from ωB97M-V/def2-TZVPD.

Output
Relative energy (zero: lowest compared OMol25 entry of this formula, charge and spin): 123.1 kcal/mol
Spin multiplicity: 1
Highest occupied orbital energy: -10.1 eV

The geometry in XYZ format:
```
9
Properties=species:S:1:pos:R:3:nbo_charge:R:1
N -1.44 -3.04 -1.39 -0.362
C -1.05 -2.28 -0.62 0.525
O -0.68 -1.43 0.28 -0.398
N 0.05 -0.12 -0.15 0.496
O 0.64 -0.18 -1.23 -0.406
N -0.09 0.71 0.74 -0.027
N 0.70 1.85 0.82 -0.635
H 0.63 2.57 1.52 0.425
H 1.24 1.91 0.03 0.382
```

***

5.
Here is CH2IN in the gas phase in a non-equilibrium geometry from the Open Molecules 2025 dataset. Energies are from ωB97M-V/def2-TZVPD.

Output
Relative energy (zero: lowest compared OMol25 entry of this formula, charge and spin): 6.1 kcal/mol
Spin multiplicity: 1
Highest occupied orbital energy: -9.6 eV

The geometry in XYZ format:
```
5
Properties=species:S:1:pos:R:3:nbo_charge:R:1
H -1.54 -0.83 0.25 0.374
N -0.46 -0.81 -0.03 -0.627
C 0.12 0.25 -0.04 0.019
I 2.27 0.21 -0.02 0.058
H -0.38 1.18 -0.17 0.175
```

***

6.
Here is a 2-piece molecular cluster, C2H4ClP overall in a non-equilibrium geometry from the Open Molecules 2025 dataset. Energies are from ωB97M-V/def2-TZVPD.

Output
Relative energy (zero: lowest compared OMol25 entry of this formula, charge and spin): 64.3 kcal/mol
Spin multiplicity: 3
Highest occupied orbital energy (alpha / beta): -6.0 / -9.7 eV

The geometry in XYZ format:
```
8
Properties=species:S:1:pos:R:3:nbo_charge:R:1
C -1.90 0.40 0.41 -0.423
C -0.93 -0.61 0.60 -0.748
P -2.94 1.55 0.10 0.434
Cl 2.63 1.42 -0.60 -0.264
H 1.45 1.55 -0.11 0.265
H -0.53 -0.49 1.71 0.233
H 0.00 -0.52 0.04 0.243
H -1.47 -1.59 0.71 0.261
```